No. 1
Formula: C4H5NO
Source: the Open Molecules 2025 dataset
Level of theory: ωB97M-V with the def2-TZVPD basis set

Structure (XYZ):
```
11
C4H5NO ωB97M-V with the def2-TZVPD basis set
O -0.995 1.552 -0.143
N -3.178 -0.785 0.311
C 0.117 -0.188 0.038
C 0.800 -1.346 0.147
C -1.197 0.285 -0.024
C 0.432 1.335 0.053
H 0.940 1.726 -0.822
H 1.914 -1.511 0.099
H 0.195 -2.317 0.283
H -3.638 -0.090 -0.269
H 0.841 1.569 0.990
```

Properties
Energy above the lowest of the compared OMol25 structures with the same formula, charge and spin (kcal per mole): 204.37
HOMO (spin up / spin down) (eV): -7.538 / -7.837
Spin multiplicity: 1
Gap between HOMO and LUMO (spin up / spin down) (Ha): 0.2364 / 0.2495

***

No. 2
Formula: C3H6P2S3
Source: the Open Molecules 2025 dataset
Level of theory: ωB97M-V with the def2-TZVPD basis set

Structure (XYZ):
```
14
C3H6P2S3 ωB97M-V with the def2-TZVPD basis set
S -0.072 -1.929 -0.649
S 2.457 0.628 -0.947
S 1.167 1.940 0.045
P 3.052 -0.644 0.640
P 0.995 -0.954 0.855
C 0.050 0.672 0.779
C -0.962 -0.422 -1.212
C -1.234 0.466 -0.011
H -0.342 0.079 -1.954
H -1.989 0.001 0.630
H 0.524 -1.504 2.048
H -1.614 1.432 -0.352
H -1.881 -0.770 -1.675
H -0.150 1.004 1.803
```

Properties
<S²>: 2.01
Energy above the lowest of the compared OMol25 structures with the same formula, charge and spin (kcal per mole): 13.23
HOMO (spin up / spin down) (eV): -4.506 / -7.903
Spin multiplicity: 3
Gap between HOMO and LUMO (spin up / spin down) (Ha): 0.1799 / 0.2049

***

No. 3
Formula: C7H8O7Tl
Source: the Open Molecules 2025 dataset
Level of theory: ωB97M-V with the def2-TZVPD basis set

Structure (XYZ):
```
23
C7H8O7Tl ωB97M-V with the def2-TZVPD basis set
Tl -2.739 -1.226 5.655
O 2.303 -1.053 4.021
O 2.013 1.901 7.324
O 2.780 1.102 5.351
O -2.624 0.547 6.205
O -0.500 -1.110 4.763
O 0.016 1.072 4.821
O 2.044 -1.186 6.217
C 2.836 -2.330 5.866
C 1.771 -0.462 5.111
C -2.219 1.720 5.633
C 0.305 -0.196 4.917
C 3.285 -2.010 4.447
C -1.292 1.546 4.432
C 2.692 1.825 6.364
H -1.711 0.842 3.699
H 4.278 -1.544 4.413
H -3.064 2.331 5.237
H -1.094 2.508 3.945
H 2.199 -3.223 5.914
H 3.661 -2.419 6.579
H -1.688 2.390 6.349
H 3.247 -2.868 3.770
```

Properties
<S²>: 0.77
Energy above the lowest of the compared OMol25 structures with the same formula, charge and spin (kcal per mole): 43.43
HOMO (spin up / spin down) (eV): -7.330 / -8.249
Spin multiplicity: 2
Gap between HOMO and LUMO (spin up / spin down) (Ha): 0.2851 / 0.2914

***

No. 4
Formula: C12H20CoN2S4
Source: the Open Molecules 2025 dataset
Level of theory: ωB97M-V with the def2-TZVPD basis set

Structure (XYZ):
```
39
C12H20CoN2S4 ωB97M-V with the def2-TZVPD basis set
Co 0.314 -0.485 -0.191
S 0.040 -0.959 1.942
S 0.225 0.119 -2.264
S 1.640 1.327 0.203
S -1.643 -1.481 -0.559
N 0.838 3.761 0.738
N -0.145 2.126 2.064
C -0.772 3.094 2.751
C -0.919 -1.045 -3.071
C 0.512 6.166 0.926
C -1.602 -2.840 0.640
C -1.295 -2.218 -2.181
C -0.606 4.444 2.426
C 0.229 4.783 1.389
C 2.341 -1.754 -1.029
C 0.661 2.457 1.082
C -1.262 -2.229 1.991
C -1.626 2.663 3.888
C 1.892 -2.442 0.034
H -2.192 3.488 4.311
H -0.929 -2.995 2.693
H -2.174 -2.746 -2.548
H 3.075 -0.966 -0.919
H 0.193 6.291 -0.111
H 1.283 -3.328 -0.099
H -1.791 -0.463 -3.378
H -0.427 -1.384 -3.985
H -1.121 5.214 2.980
H -2.129 -1.744 2.448
H 2.106 -2.062 -2.040
H -0.851 -3.563 0.330
H -0.465 -2.916 -2.074
H 2.294 -2.264 1.024
H -2.307 1.877 3.564
H 1.482 3.962 -0.019
H -0.012 6.890 1.542
H 1.583 6.371 0.978
H -2.577 -3.324 0.661
H -0.987 2.237 4.665
```

Properties
<S²>: 3.80
HOMO (spin up / spin down) (eV): -15.151 / -15.040
Total charge: +2
Spin multiplicity: 4
Gap between HOMO and LUMO (spin up / spin down) (Ha): 0.2766 / 0.2046

***

No. 5
Formula: C22H29N4O2PdSSe4
Source: the Open Molecules 2025 dataset
Level of theory: ωB97M-V with the def2-TZVPD basis set

Structure (XYZ):
```
63
C22H29N4O2PdSSe4 ωB97M-V with the def2-TZVPD basis set
Pd -0.097 -0.773 -0.351
Se 1.651 -2.425 -0.201
Se -0.896 -0.543 1.942
Se 0.919 -1.825 -2.327
Se -0.694 -3.288 -3.040
S -2.495 -2.029 1.616
O 5.142 2.807 1.623
O -1.454 0.689 -0.993
N 1.342 2.349 -0.338
N -3.668 -2.420 -0.729
N 5.075 0.560 1.846
N -3.410 -0.214 -0.183
C 6.183 0.633 2.790
C -2.882 4.524 -0.472
C -4.582 2.340 -0.287
C -3.508 -3.852 -0.480
C 5.210 -1.783 1.028
C -5.753 -1.582 -1.794
C 4.643 1.732 1.313
C -3.174 -1.486 0.075
C 2.708 1.123 -1.873
C -2.624 0.767 -0.532
C 4.377 -0.714 1.717
C -4.666 -4.445 0.312
C -4.247 4.719 -0.313
C 7.530 0.793 2.099
C -2.366 3.240 -0.549
C -5.097 3.625 -0.220
C 3.552 1.675 0.287
C 1.529 1.771 -1.521
C -3.217 2.142 -0.459
C 3.730 1.064 -0.946
C -4.303 -2.004 -1.986
C 2.343 2.309 0.535
H -2.567 -3.998 0.045
H -1.303 3.064 -0.659
H 6.163 -0.284 3.382
H -2.216 5.376 -0.532
H 6.128 -2.000 1.580
H 7.542 1.713 1.518
H -3.713 -1.197 -2.413
H 2.169 2.780 1.497
H -6.162 3.775 -0.091
H -4.650 5.723 -0.254
H -4.222 -2.848 -2.669
H 7.727 -0.046 1.430
H -6.364 -2.406 -1.424
H -5.228 1.476 -0.201
H -5.612 -4.341 -0.222
H 6.013 1.476 3.462
H 8.334 0.842 2.836
H 4.096 -1.051 2.721
H 5.484 -1.469 0.020
H 4.656 0.549 -1.173
H -4.764 -3.951 1.281
H 3.450 -0.569 1.166
H -6.169 -1.248 -2.746
H 0.688 1.802 -2.205
H -5.816 -0.757 -1.085
H 2.796 0.647 -2.840
H -4.491 -5.507 0.490
H -3.399 -4.328 -1.451
H 4.629 -2.701 0.947
```

Properties
Energy above the lowest of the compared OMol25 structures with the same formula, charge and spin (kcal per mole): 7.55
HOMO (eV): -4.092
Total charge: -1
Spin multiplicity: 1
Gap between HOMO and LUMO (Ha): 0.2408

***

No. 6
Formula: C55H45CeN4O2P2S
Source: the Open Molecules 2025 dataset
Level of theory: ωB97M-V with the def2-TZVPD basis set

Structure (XYZ):
```
110
C55H45CeN4O2P2S ωB97M-V with the def2-TZVPD basis set
Ce 0.450 -0.442 -0.647
S 2.270 1.678 -1.105
P -1.222 -1.357 1.771
P -1.476 0.971 -2.357
O 7.314 -0.525 2.881
O 7.710 1.636 3.068
N 0.975 0.976 8.085
N -0.960 -2.457 -1.242
N -0.789 1.196 0.476
N 1.705 -2.294 -1.386
C -0.260 -2.896 1.948
C 5.673 2.152 1.042
C -3.074 -3.507 -1.595
C -5.160 -1.340 2.802
C -3.967 -1.254 2.092
C -5.501 1.566 -1.917
C 2.196 -3.062 2.630
C -2.430 -4.733 -1.724
C -1.441 3.288 0.972
C -1.151 2.409 -0.049
C 1.854 -4.710 -1.959
C 0.546 1.161 -6.485
C -0.755 1.639 -6.364
C -1.229 2.575 2.195
C -0.826 1.308 1.844
C 3.507 -3.115 -2.775
C -2.753 -1.979 4.041
C 1.205 0.647 -5.377
C -1.403 1.598 -5.138
C -1.059 -4.796 -1.596
C 4.990 -0.115 1.348
C -1.110 2.585 -1.547
C 4.588 2.381 0.211
C 3.903 0.120 0.525
C 0.552 0.603 -4.155
C 3.662 1.368 -0.064
C 1.491 -3.972 0.415
C -5.199 -0.149 -3.576
C -6.040 0.649 -2.806
C 5.887 0.907 1.628
C -0.146 -5.330 1.691
C -0.754 1.081 -4.020
C 2.377 -0.161 5.071
C -0.334 -3.635 -1.337
C 1.960 -2.207 3.847
C 1.189 -2.885 1.470
C -5.147 -1.755 4.124
C 0.823 -1.789 5.938
C -2.759 -1.570 2.706
C 1.075 -2.605 4.847
C 1.189 -3.636 -1.119
C 2.618 -0.987 3.984
C -4.121 1.698 -1.797
C 1.469 -0.560 6.045
C 7.033 0.588 2.537
C 0.910 -5.284 0.879
C -3.942 -2.074 4.745
C -3.274 0.909 -2.571
C -0.430 0.084 2.644
C -3.824 -0.026 -3.452
C 2.941 -4.448 -2.689
C 2.841 -2.134 -2.132
C 1.198 0.300 7.183
C -0.841 -4.091 2.095
C -2.299 -2.399 -1.352
H 5.168 -1.092 1.782
H 3.404 -5.261 -3.238
H 1.439 -1.910 1.052
H -6.074 -1.827 4.678
H -1.754 4.317 0.867
H 1.045 1.193 -7.446
H -0.556 -6.285 1.997
H 4.393 -2.900 -3.352
H 0.654 -0.048 2.685
H -3.932 -2.388 5.781
H -1.265 2.048 -7.228
H 2.220 0.280 -5.458
H 2.887 0.788 5.166
H -0.549 -5.742 -1.693
H -3.710 2.399 -1.080
H -2.748 -1.422 -1.235
H 1.106 0.240 -3.289
H -2.997 -5.634 -1.924
H -3.175 -0.652 -4.054
H 2.191 -4.120 2.905
H 4.444 3.355 -0.237
H -2.417 1.972 -5.053
H -1.797 3.358 -1.897
H 3.220 -0.694 0.329
H -0.768 0.133 3.679
H 2.582 -4.073 0.397
H 7.292 2.463 2.800
H -4.148 -3.411 -1.684
H 3.189 -2.841 2.229
H -1.872 -4.165 2.429
H 0.132 -2.098 6.712
H -1.810 -2.216 4.525
H 1.366 -6.201 0.524
H -0.110 2.869 -1.889
H -3.974 -0.921 1.060
H 6.365 2.974 1.199
H -7.115 0.552 -2.899
H -5.615 -0.867 -4.271
H 1.469 -5.721 -1.914
H 3.192 -1.105 -2.202
H -6.095 -1.080 2.322
H -6.151 2.183 -1.309
H 3.325 -0.669 3.224
H -1.358 2.952 3.199
H 0.574 -3.563 4.764
```

Properties
<S²>: 0.75
HOMO (spin up / spin down) (eV): -6.930 / -6.957
Spin multiplicity: 2
Gap between HOMO and LUMO (spin up / spin down) (Ha): 0.2525 / 0.2537

***

No. 7
Formula: C9H13NOS
Source: the Open Molecules 2025 dataset
Level of theory: ωB97M-V with the def2-TZVPD basis set

Structure (XYZ):
```
25
C9H13NOS ωB97M-V with the def2-TZVPD basis set
S 0.087 0.007 2.444
O -1.340 0.204 2.141
N 0.272 -0.648 4.035
C -1.241 0.459 -1.285
C 0.755 -0.986 -2.240
C -0.126 2.783 -1.822
C 0.836 0.421 -2.237
C -0.431 -1.717 -1.881
C -1.312 -0.872 -1.398
C 0.565 -1.720 1.973
C -2.446 -0.072 -0.705
C -0.222 1.216 -1.746
H 0.930 3.122 -1.688
H -3.478 0.067 -1.090
H 1.325 -2.075 2.700
H 1.569 0.935 -2.874
H 1.051 -1.559 1.066
H 1.607 -1.595 -2.545
H -0.372 -2.715 -1.651
H -0.882 3.196 -1.168
H -2.429 -0.175 0.434
H -0.301 -2.319 1.795
H -0.455 -1.218 4.261
H 0.470 0.143 4.721
H -0.556 3.107 -2.812
```

Properties
Energy above the lowest of the compared OMol25 structures with the same formula, charge and spin (kcal per mole): 105.23
HOMO (eV): -8.489
Spin multiplicity: 1
Gap between HOMO and LUMO (Ha): 0.3365

***

No. 8
Formula: C20H27InO4Si
Source: the Open Molecules 2025 dataset
Level of theory: ωB97M-V with the def2-TZVPD basis set

Structure (XYZ):
```
53
C20H27InO4Si ωB97M-V with the def2-TZVPD basis set
In -0.018 0.232 -1.598
Si -0.057 -3.475 -0.033
O 0.003 -1.142 0.783
O 1.989 0.565 -0.209
O -0.020 2.395 -0.378
O -2.051 0.601 -0.045
C 1.509 -3.529 -0.925
C -1.353 2.867 -0.127
C -4.492 -3.766 -1.150
C -1.782 -3.534 -0.570
C 0.842 2.476 0.757
C -2.695 -3.934 0.424
C 2.926 -3.540 -2.881
C -2.256 -3.269 -1.867
C -3.603 -3.375 -2.149
C 1.684 -3.361 -2.313
C 3.862 -4.079 -0.712
C 1.207 -0.934 1.559
C -2.363 -0.569 0.703
C 2.332 -0.535 0.626
C -2.146 1.846 0.658
C -4.044 -4.052 0.134
C -1.206 -1.016 1.579
C 2.163 1.888 0.334
C 4.010 -3.898 -2.081
C 2.619 -3.894 -0.136
H 0.104 -3.765 1.393
H 2.501 -4.045 0.934
H -1.762 1.741 1.677
H 0.416 1.919 1.597
H 3.229 -0.306 1.205
H -3.968 -3.164 -3.146
H 0.955 3.522 1.049
H -1.791 3.035 -1.109
H -3.188 2.161 0.728
H 1.461 -1.843 2.111
H -4.740 -4.377 0.897
H 2.851 1.866 1.182
H 1.018 -0.146 2.292
H -3.246 -0.401 1.324
H 3.062 -3.409 -3.947
H -1.012 -0.282 2.364
H -5.546 -3.858 -1.383
H 0.846 -3.092 -2.943
H -1.429 -1.967 2.067
H 2.582 -1.348 -0.055
H -1.314 3.824 0.395
H 2.615 2.485 -0.455
H -1.572 -2.965 -2.649
H 4.981 -4.046 -2.539
H -2.346 -4.161 1.427
H 4.709 -4.373 -0.105
H -2.611 -1.330 -0.031
```

Properties
Energy above the lowest of the compared OMol25 structures with the same formula, charge and spin (kcal per mole): 12.36
HOMO (eV): -14.989
Total charge: +2
Spin multiplicity: 1
Gap between HOMO and LUMO (Ha): 0.2984

***

No. 9
Formula: C15H16N2O2
Source: the Open Molecules 2025 dataset
Level of theory: ωB97M-V with the def2-TZVPD basis set

Structure (XYZ):
```
35
C15H16N2O2 ωB97M-V with the def2-TZVPD basis set
O 3.424 0.605 2.389
O 5.875 -1.157 4.360
N -4.243 -0.454 -2.718
N -4.811 -0.421 0.191
C -3.332 -0.054 -1.779
C 3.882 -0.051 3.475
C -1.020 0.821 -1.334
C -3.629 -0.026 -0.370
C 1.387 -1.236 -0.733
C 0.850 -2.269 -1.065
C 1.757 0.084 -0.063
C -1.331 0.880 0.077
C 0.324 1.213 -1.975
C -5.402 -0.847 -2.169
C -2.027 0.370 -2.218
C 5.421 -0.489 3.285
C 1.531 1.321 -0.997
C -2.590 0.459 0.516
C -5.657 -0.843 -0.762
H -2.816 0.497 1.594
H -1.816 0.340 -3.297
H 2.845 0.026 0.156
H 5.957 0.457 3.027
H 2.443 1.389 -1.638
H 0.512 0.548 -2.843
H 3.348 -0.991 3.748
H 0.170 2.233 -2.413
H 0.285 -3.186 -1.178
H -0.575 1.257 0.781
H 3.863 0.511 4.438
H 5.445 -1.038 2.312
H 1.530 2.266 -0.412
H -6.186 -1.211 -2.857
H -6.645 -1.211 -0.425
H 1.229 0.207 0.897
```

Properties
HOMO (eV): 1.878
Total charge: -2
Spin multiplicity: 1
Gap between HOMO and LUMO (Ha): 0.0590

***

No. 10
Formula: C5H8O
Source: the Open Molecules 2025 dataset
Level of theory: ωB97M-V with the def2-TZVPD basis set

Structure (XYZ):
```
14
C5H8O ωB97M-V with the def2-TZVPD basis set
O 1.288 -1.460 0.072
C -1.721 1.082 -0.084
C 0.499 0.023 0.255
C 2.103 -0.403 -0.841
C 1.409 0.695 -0.674
C -0.934 -0.229 -0.133
H 0.628 0.236 1.323
H 2.915 -0.888 -1.368
H -1.270 1.819 -0.755
H 1.796 -1.674 0.874
H -1.382 -0.975 0.536
H -0.945 -0.637 -1.150
H -1.736 1.507 0.927
H -2.758 0.913 -0.390
```

Properties
Energy above the lowest of the compared OMol25 structures with the same formula, charge and spin (kcal per mole): 114.33
HOMO (eV): -8.428
Spin multiplicity: 1
Gap between HOMO and LUMO (Ha): 0.3276

***

No. 11
Formula: C8H19Br2ClIInNO2
Source: the Open Molecules 2025 dataset
Level of theory: ωB97M-V with the def2-TZVPD basis set

Structure (XYZ):
```
35
C8H19Br2ClIInNO2 ωB97M-V with the def2-TZVPD basis set
I -2.523 3.077 4.627
In -1.577 1.511 2.476
Br 0.351 -0.156 0.188
Br 1.325 1.195 4.580
Cl -1.877 2.700 0.342
O -3.334 2.555 -3.128
O 5.417 -1.448 -0.044
N -4.274 0.046 2.591
C -2.850 -0.355 2.485
C 4.305 -1.578 -2.188
C -3.196 0.155 -2.866
C 2.655 -0.356 2.110
C 0.556 0.817 2.826
C -2.883 1.355 -3.741
C 4.184 -1.767 -0.687
C 1.236 0.171 1.900
H 5.099 -2.211 -2.590
H 3.368 -1.827 -2.690
H -2.858 -0.772 -3.336
H -1.804 1.432 -3.920
H -4.657 0.260 1.674
H 5.622 -0.528 -0.246
H -2.504 -0.949 3.344
H -4.817 -0.734 2.957
H -2.877 2.629 -2.281
H 3.944 -2.803 -0.450
H -4.269 0.087 -2.683
H 2.721 -1.405 1.770
H 2.910 -0.382 3.181
H 3.398 -1.128 -0.279
H -2.662 -0.840 1.509
H -3.386 1.268 -4.706
H 4.566 -0.544 -2.427
H -2.709 0.252 -1.892
H 3.403 0.273 1.594
```

Properties
Energy above the lowest of the compared OMol25 structures with the same formula, charge and spin (kcal per mole): 10.05
HOMO (eV): -4.832
Total charge: -1
Spin multiplicity: 1
Gap between HOMO and LUMO (Ha): 0.2687

***

No. 12
Formula: C2H3N2OP
Source: the Open Molecules 2025 dataset
Level of theory: ωB97M-V with the def2-TZVPD basis set

Structure (XYZ):
```
9
C2H3N2OP ωB97M-V with the def2-TZVPD basis set
P 0.971 -1.002 0.105
O 2.630 0.987 -0.024
N -2.210 1.263 0.112
N 1.341 0.521 0.148
C -1.725 0.236 -0.001
C -0.939 -1.002 0.039
H 2.657 1.876 -0.441
H -1.315 -1.483 -0.919
H -1.409 -1.395 0.981
```

Properties
SMILES: N#CC/P=N/O
Energy above the lowest of the compared OMol25 structures with the same formula, charge and spin (kcal per mole): 66.70
HOMO (eV): -9.670
Spin multiplicity: 1
Gap between HOMO and LUMO (Ha): 0.3365

***

| no. | strongest force on any atom (eV/A) |
| --- | --- |
| 1 | 7.70 |
| 2 | 4.90 |
| 3 | 7.82 |
| 4 | 0.54 |
| 5 | 0.64 |
| 6 | 0.79 |
| 7 | 6.38 |
| 8 | 0.70 |
| 9 | 2.26 |
| 10 | 0.46 |
| 11 | 1.69 |
| 12 | 2.23 |